(1)
Here is a structure of composition C27H32N8OSV from the OMol25 dataset. Energies are from wB97M-V/def2-TZVPD.

The geometry in XYZ format:
```
70
Properties=species:S:1:pos:R:3:nbo_charge:R:1
V 0.405 0.349 0.062 1.628
N 0.275 -0.556 -4.747 -0.669
C 1.082 -0.262 -3.485 -0.027
C 2.057 0.867 -3.763 -0.445
C 2.931 1.135 -2.536 -0.041
N 2.082 1.644 -1.430 -0.839
C 3.662 -0.127 -2.108 -0.425
C 2.738 -1.312 -1.883 -0.040
N 1.978 -1.155 -0.605 -0.858
C 1.794 -1.536 -3.066 -0.440
H -0.277 0.253 -5.042 0.451
H -0.371 -1.336 -4.608 0.448
H 0.885 -0.807 -5.530 0.448
H 0.335 0.044 -2.753 0.239
H 1.529 1.775 -4.071 0.235
H 2.718 0.586 -4.591 0.240
H 3.671 1.884 -2.823 0.232
H 1.602 2.478 -1.754 0.388
H 2.689 1.957 -0.676 0.388
H 4.258 0.060 -1.211 0.235
H 4.382 -0.395 -2.885 0.255
H 3.346 -2.212 -1.792 0.234
H 2.668 -1.048 0.139 0.399
H 1.540 -2.050 -0.394 0.400
H 1.074 -2.331 -2.843 0.234
H 2.414 -1.891 -3.898 0.241
N 0.237 -0.147 4.178 -0.523
C -0.273 -1.460 4.459 0.183
C -1.078 -1.652 5.561 -0.215
C -1.581 -2.924 5.807 -0.162
C -1.294 -3.968 4.939 -0.174
C -0.501 -3.751 3.815 -0.175
C 0.023 -2.488 3.587 -0.267
S 1.189 -2.174 2.311 0.478
N 0.802 -0.515 1.938 -0.812
C 0.575 0.272 2.976 0.494
C 0.739 1.738 2.720 0.138
C 0.785 2.697 3.703 -0.192
C 0.999 4.022 3.332 -0.095
C 1.130 4.326 1.992 -0.195
C 1.056 3.300 1.065 0.075
N 0.890 2.021 1.410 -0.504
H 0.084 0.542 4.897 0.429
H -1.310 -0.830 6.229 0.235
H -2.198 -3.093 6.679 0.253
H -1.681 -4.958 5.139 0.251
H -0.267 -4.571 3.146 0.237
H 0.679 2.455 4.753 0.241
H 1.055 4.798 4.085 0.265
H 1.287 5.341 1.655 0.263
H 1.113 3.510 0.008 0.205
O -0.710 1.349 -0.818 -0.789
C -2.035 1.502 -1.214 0.278
C -2.452 2.758 -1.597 -0.243
C -3.768 2.915 -2.009 -0.144
C -4.630 1.823 -2.043 -0.199
C -4.181 0.571 -1.660 -0.174
C -2.864 0.397 -1.231 -0.127
C -2.330 -0.907 -0.811 0.396
N -1.060 -1.218 -0.512 -0.595
C -1.070 -2.584 -0.218 -0.102
C -2.317 -3.077 -0.344 -0.044
N -3.098 -2.001 -0.709 -0.483
H -1.769 3.596 -1.560 0.233
H -4.124 3.894 -2.303 0.248
H -5.653 1.951 -2.369 0.251
H -4.873 -0.261 -1.707 0.219
H -0.180 -3.116 0.066 0.226
H -2.718 -4.066 -0.203 0.260
H -4.095 -2.031 -0.852 0.447
```

The multiplicity is 3. The charge is +3. As for the LUMO energy (alpha / beta): -8.52 / -8.50 eV.

=====

(2)
Here is a cluster of 2 separate species, C2H9NS in total from the OMol25 dataset. Energies are from wB97M-V/def2-TZVPD.

The geometry in XYZ format:
```
13
Properties=species:S:1:pos:R:3:nbo_charge:R:1
N -1.646 -0.771 -2.369 -1.094
H -0.964 -0.961 -3.063 0.387
H -1.402 -0.705 -1.408 0.328
H -2.562 -1.138 -2.516 0.388
C -0.208 -0.526 1.563 -0.792
S 0.001 0.628 0.200 0.926
C 1.597 1.262 0.523 -0.868
H -1.175 -1.013 1.472 0.280
H 0.655 -1.186 1.585 0.281
H -0.242 0.142 2.430 0.280
H 1.716 2.196 -0.039 0.292
H 2.318 0.581 0.087 0.298
H 1.912 1.492 1.536 0.292
```

The multiplicity is 2. The charge is +1. As for the LUMO energy (alpha / beta): -3.54 / -8.62 eV.

=====

(3)
Here is a cluster of 10 separate species, C40H81N2O33PS2 in total from the OMol25 dataset. Energies are from wB97M-V/def2-TZVPD.

The geometry in XYZ format:
```
159
Properties=species:S:1:pos:R:3:lowdin_charge:R:1
C -4.380 3.720 5.017 0.003
C -3.403 2.778 4.351 -0.492
O -2.232 2.754 4.655 0.071
N -3.939 1.978 3.320 -0.093
C -5.274 1.453 3.671 -0.056
C -3.047 0.877 2.918 -0.177
C -3.196 0.594 1.421 -0.166
C -2.498 1.642 0.559 -0.176
C -0.966 1.596 0.594 -0.137
C -0.417 0.332 -0.075 -0.257
O -0.287 -0.785 0.868 -0.180
S 0.719 -0.625 2.071 0.615
O 0.036 -0.072 3.191 -0.239
O 1.427 -1.856 2.234 -0.259
C 1.885 0.548 1.440 -0.191
C 2.158 0.353 -0.050 -0.340
P 3.045 -1.210 -0.513 0.184
O 3.950 -1.660 0.701 -0.167
O 1.986 -2.406 -0.617 -0.197
S 3.961 -0.928 -2.186 0.333
C 0.870 0.439 -0.908 -0.280
C 0.924 1.659 -1.832 -0.155
C -0.225 1.799 -2.839 -0.257
N 0.190 1.309 -4.159 0.007
H -4.897 3.242 5.847 0.080
H -3.815 4.589 5.342 0.078
H -5.119 4.057 4.290 0.081
H -5.291 1.050 4.687 0.090
H -6.049 2.204 3.554 0.086
H -5.499 0.624 3.003 0.083
H -3.266 -0.028 3.491 0.132
H -2.024 1.150 3.152 0.080
H -4.263 0.648 1.184 0.106
H -2.880 -0.422 1.178 0.113
H -2.815 1.516 -0.481 0.111
H -2.843 2.624 0.887 0.102
H -0.646 1.676 1.634 0.098
H -0.602 2.477 0.070 0.105
H -1.194 -0.010 -0.758 0.145
H 2.776 0.441 2.057 0.118
H 1.469 1.536 1.627 0.112
H 2.876 1.104 -0.379 0.113
H 3.505 -1.618 1.562 0.062
H 1.730 -2.503 -1.542 0.070
H 0.876 -0.433 -1.566 0.115
H 1.845 1.592 -2.412 0.107
H 1.003 2.568 -1.230 0.111
H -1.136 1.309 -2.479 0.100
H -0.459 2.857 -2.952 0.115
H 0.144 0.298 -4.199 0.068
H -0.426 1.659 -4.882 0.069
C -9.569 3.028 8.827 -0.025
O -8.658 2.030 9.300 0.011
C -7.879 1.508 8.359 -0.629
O -7.904 1.787 7.186 0.110
O -7.067 0.618 8.927 0.008
C -6.183 -0.028 8.008 -0.037
H -10.144 3.348 9.691 0.098
H -9.032 3.877 8.411 0.100
H -10.242 2.613 8.080 0.078
H -5.549 0.707 7.515 0.087
H -6.747 -0.586 7.262 0.097
H -5.574 -0.707 8.596 0.096
C 4.647 -4.780 -1.906 -0.036
O 4.453 -4.960 -3.314 0.003
C 5.263 -5.852 -3.874 -0.626
O 6.117 -6.485 -3.307 0.117
O 4.973 -5.925 -5.172 0.005
C 5.799 -6.826 -5.916 -0.030
H 3.930 -4.027 -1.602 0.049
H 4.460 -5.712 -1.375 0.101
H 5.655 -4.429 -1.698 0.102
H 5.705 -7.840 -5.531 0.098
H 6.841 -6.512 -5.879 0.083
H 5.438 -6.778 -6.939 0.095
C 11.594 -5.771 -8.617 -0.024
O 11.708 -5.614 -7.198 -0.021
C 10.567 -5.312 -6.578 -0.619
O 9.495 -5.169 -7.104 0.125
O 10.821 -5.204 -5.275 -0.002
C 9.676 -4.860 -4.484 -0.023
H 12.595 -6.009 -8.963 0.097
H 10.909 -6.582 -8.857 0.098
H 11.247 -4.847 -9.076 0.098
H 8.900 -5.615 -4.585 0.085
H 9.286 -3.888 -4.780 0.101
H 10.021 -4.826 -3.456 0.096
C -12.006 0.312 7.019 -0.028
O -12.713 1.520 7.319 0.000
C -14.025 1.358 7.482 -0.618
O -14.620 0.316 7.394 0.117
O -14.563 2.542 7.761 0.008
C -15.978 2.508 7.979 -0.032
H -10.960 0.590 6.921 0.083
H -12.120 -0.408 7.827 0.101
H -12.360 -0.124 6.087 0.099
H -16.217 1.865 8.824 0.098
H -16.492 2.152 7.089 0.097
H -16.266 3.532 8.194 0.093
C -1.032 5.150 1.960 -0.033
O -1.250 6.559 1.822 0.011
C -2.039 7.069 2.766 -0.622
O -2.543 6.441 3.661 0.123
O -2.163 8.376 2.556 0.008
C -2.987 9.050 3.514 -0.035
H -0.380 4.877 1.136 0.087
H -0.558 4.921 2.913 0.104
H -1.975 4.610 1.892 0.085
H -2.570 8.948 4.514 0.098
H -3.999 8.650 3.496 0.097
H -2.991 10.093 3.215 0.093
C 2.570 4.744 -8.948 -0.033
O 1.971 3.566 -8.396 0.006
C 2.841 2.712 -7.858 -0.617
O 4.035 2.869 -7.812 0.110
O 2.172 1.668 -7.386 0.004
C 2.991 0.665 -6.773 -0.031
H 1.748 5.333 -9.342 0.093
H 3.095 5.304 -8.177 0.095
H 3.262 4.483 -9.746 0.099
H 3.529 1.077 -5.922 0.097
H 3.694 0.250 -7.492 0.098
H 2.308 -0.108 -6.434 0.088
C 13.969 -6.478 -5.339 -0.037
O 15.223 -7.061 -4.953 0.011
C 16.072 -7.237 -5.958 -0.627
O 15.872 -6.962 -7.114 0.117
O 17.193 -7.776 -5.474 0.002
C 18.200 -8.021 -6.459 -0.042
H 13.381 -6.398 -4.431 0.093
H 14.119 -5.492 -5.770 0.099
H 13.458 -7.116 -6.055 0.090
H 18.501 -7.091 -6.938 0.096
H 17.838 -8.718 -7.212 0.096
H 19.038 -8.453 -5.921 0.092
C -13.971 -4.037 11.860 -0.041
O -14.799 -4.220 10.709 0.002
C -15.351 -3.097 10.247 -0.626
O -15.201 -1.999 10.718 0.121
O -16.092 -3.401 9.187 0.007
C -16.740 -2.276 8.579 -0.029
H -13.599 -5.025 12.115 0.092
H -13.141 -3.371 11.633 0.096
H -14.549 -3.630 12.687 0.096
H -16.007 -1.553 8.227 0.074
H -17.416 -1.801 9.288 0.097
H -17.302 -2.676 7.741 0.094
C 10.015 5.318 -9.819 -0.044
O 8.883 5.754 -9.062 -0.001
C 8.339 4.802 -8.298 -0.627
O 8.727 3.665 -8.218 0.124
O 7.307 5.328 -7.649 0.006
C 6.611 4.406 -6.794 -0.031
H 10.344 6.187 -10.381 0.092
H 10.810 4.975 -9.160 0.096
H 9.735 4.516 -10.499 0.096
H 7.280 4.033 -6.020 0.098
H 6.201 3.583 -7.366 0.073
H 5.805 4.978 -6.345 0.092
```

As for the LUMO energy: 0.19 eV. Its SMILES is CC(=O)N(C)CCCC[C@@H]1OS(=O)(=O)C[C@@H](P(O)(O)=S)[C@@H]1CCN.COC(=O)OC.COC(=O)OC.COC(=O)OC.COC(=O)OC.COC(=O)OC.COC(=O)OC.COC(=O)OC.COC(=O)OC.COC(=O)OC.

=====

(4)
Here is a cluster of 2 separate species, H4NPSi in total from the OMol25 dataset. Energies are from wB97M-V/def2-TZVPD.

The geometry in XYZ format:
```
7
Properties=species:S:1:pos:R:3:nbo_charge:R:1
N 0.732 -0.245 -0.938 -1.358
Si -0.867 0.111 -0.267 1.060
P 2.076 -0.297 -0.357 1.065
H -1.823 -1.015 -0.518 -0.158
H -0.457 0.227 1.222 -0.164
H -1.276 1.417 -0.756 -0.169
H 1.616 -0.198 1.615 -0.275
```

As for the LUMO energy (alpha / beta): -0.50 / -0.50 eV.

=====

Respective max |F| values: 2.98 1.53 1.33 4.87 eV Å⁻¹.